20
Properties=species:S:1:pos:R:3:forces:R:3:lowdin_charge:R:1 method="wB97M-V/def2-TZVPD" multiplicity=1 lumo_ha=0.0306 homo_ev=-8.86 charge=0 largest_force_ev_per_a=7.25
C 1.598 -1.211 -0.307 0.5195 2.2500 3.4782 -0.08
C -0.093 -0.304 0.940 -0.6740 -2.1641 -0.5502 -0.24
C -0.643 0.795 1.883 1.0172 1.8336 0.8363 -0.20
C -1.696 0.266 2.756 -6.2131 -3.4282 1.5077 -0.28
C 0.558 0.372 -2.180 1.3648 0.6910 -0.3776 -0.25
H 2.027 -1.713 0.593 -0.3911 0.5435 -0.6813 0.09
H 2.373 -0.877 -0.880 2.1196 -0.3571 -2.1252 0.02
H 0.814 -1.786 -0.716 -0.7000 -0.6241 -0.8960 0.06
H 0.178 -1.446 1.517 -0.9234 3.9407 -1.4527 0.18
H -0.775 -0.532 -0.295 0.0716 0.0993 4.6600 0.22
H -1.072 1.769 1.304 0.9816 -2.5313 1.2478 0.15
H 0.098 1.393 2.818 -1.4524 -2.0336 -3.0210 0.21
H -2.536 0.986 2.972 1.2088 0.4169 0.2818 0.11
H 1.609 -0.014 -2.399 -1.7835 0.0472 -0.4651 0.13
H -0.349 0.079 -4.070 -0.4974 1.9561 1.7575 0.11
H -0.978 1.465 -2.921 -0.0272 -1.1523 -1.0904 0.09
N 1.020 0.208 0.107 1.1802 -4.3430 1.0073 -0.21
N 0.300 0.646 -0.951 -1.4485 2.0313 -3.8676 -0.10
N -0.276 0.804 -3.290 1.9059 -1.2348 1.6122 0.03
O -2.156 -0.898 3.120 3.7415 4.0589 -1.8618 -0.05

23
Properties=species:S:1:pos:R:3:forces:R:3:lowdin_charge:R:1 method="wB97M-V/def2-TZVPD" multiplicity=1 lumo_ha=0.0287 homo_ev=-9.27 charge=0 largest_force_ev_per_a=4.55
C 1.341 1.464 0.391 1.5014 -0.4756 -1.0391 -0.39
C 2.149 0.415 -0.121 1.1026 -0.8567 -2.4391 -0.01
C 1.853 -0.769 0.494 -1.4662 3.9525 1.7028 -0.24
C 1.527 2.884 -0.071 2.3204 -0.6568 3.1366 -0.02
C 2.276 -2.162 0.511 1.0252 -1.7739 -0.6625 -0.03
N 0.615 1.011 1.333 -0.8557 -0.0971 1.6430 0.06
N -3.831 -1.268 -1.281 -0.8042 0.4727 1.0457 -0.02
N -3.358 -1.314 0.036 0.6787 -0.3338 0.7175 -0.32
O -1.026 -1.075 -0.598 1.8481 -0.3392 -1.2416 -0.43
O -2.544 0.933 -0.203 0.8372 -0.7834 0.3683 -0.30
O 0.941 -0.313 1.529 0.5586 -1.4815 -1.4743 -0.09
S -1.869 -0.521 0.403 -3.3651 0.5523 -0.4226 0.91
H -2.085 1.613 0.280 0.3984 0.8442 0.2090 0.02
H 2.765 0.645 -1.029 -0.3801 -0.8178 1.0881 0.13
H 1.447 2.937 -1.119 -0.8530 0.7225 -1.1079 0.06
H 2.650 3.073 0.140 -1.5647 -0.2198 -0.4073 0.11
H 1.051 3.544 0.670 -0.4437 0.1701 -1.1630 0.09
H 1.702 -2.809 1.180 0.0527 0.5154 0.2183 0.09
H 3.361 -2.272 0.736 -0.6945 0.2698 0.2487 0.10
H 2.205 -2.699 -0.461 -0.2827 0.8393 0.2588 0.10
H -3.759 -0.368 -1.727 0.3296 0.2497 -0.0317 0.07
H -3.355 -1.978 -1.746 0.7986 -1.0291 -1.3320 0.04
H -4.055 -0.974 0.654 -0.7415 0.2762 0.6842 0.06

21
Properties=species:S:1:pos:R:3:forces:R:3:lowdin_charge:R:1 method="wB97M-V/def2-TZVPD" multiplicity=1 lumo_ha=-0.1176 homo_ev=-12.37 charge=+1 largest_force_ev_per_a=4.55
C -1.718 0.804 0.114 -0.1312 -0.5516 0.0237 -0.47
C 1.247 1.793 -0.968 -0.9823 0.4471 -0.3418 -0.42
C 1.285 -0.049 1.183 1.7083 -0.7302 -1.3349 -0.42
C -0.010 1.003 -1.324 1.0835 -2.1970 2.1921 -0.16
C 0.239 -0.547 0.246 -1.0634 2.1576 0.9211 -0.39
N -1.256 1.341 -0.945 1.0410 0.0931 -0.1616 0.11
N -1.159 -0.401 0.698 0.2178 1.5348 0.8600 0.07
N -2.778 1.349 0.685 -2.2419 -2.0413 3.3968 0.17
N 0.382 -1.913 -0.349 -0.7593 0.4273 1.0236 0.23
S 1.542 1.753 0.846 -0.0099 -0.0567 -0.2237 0.89
H 2.066 1.415 -1.565 0.3717 -0.3348 0.1646 0.07
H 1.141 2.860 -1.323 -0.0766 -0.8792 0.8292 0.11
H 0.930 -0.120 2.187 -0.0232 0.1263 0.9236 0.06
H 2.246 -0.693 1.110 -1.3273 1.2412 0.0052 0.12
H 0.101 0.272 -2.105 -0.0676 0.3021 -1.0451 0.11
H -1.417 -0.352 1.753 1.1730 -0.4414 -2.1992 0.18
H -3.132 2.160 0.261 -0.5321 1.0538 -0.4882 0.10
H -3.384 0.895 1.461 1.7280 1.0426 -2.1727 0.18
H 0.986 -1.808 -1.098 1.0805 0.2044 -2.4519 0.13
H -0.594 -1.861 -0.567 -1.0502 -1.3963 -1.3132 0.15
H 0.641 -2.820 0.030 -0.1387 -0.0017 1.3924 0.18

24
Properties=species:S:1:pos:R:3:forces:R:3:lowdin_charge:R:1 method="wB97M-V/def2-TZVPD" multiplicity=1 lumo_ha=-0.1572 homo_ev=-11.33 charge=+1 largest_force_ev_per_a=4.68
C -0.998 -1.307 -1.138 -1.6003 1.5111 -1.5946 -0.13
C 1.121 -0.356 -0.539 -0.1817 1.1645 2.5157 -0.45
C -0.736 2.468 0.108 -1.6830 -2.3719 -3.6656 -0.60
C 1.431 1.062 0.244 0.3988 0.3859 -2.3660 -0.51
C -0.474 -1.359 1.248 2.4983 0.0593 -3.7410 0.06
N -2.327 -1.048 -1.136 2.6348 -1.3784 0.1501 -0.41
N 2.169 -1.277 -0.226 -0.1724 0.6281 -1.3711 -0.35
N -0.210 -0.750 -0.175 -0.7231 -1.7293 0.6967 -0.12
N 0.596 2.128 -0.540 -0.8060 -0.5660 1.9330 -0.02
S -2.091 1.924 -0.641 0.7029 0.9116 0.6222 0.67
S 3.229 1.351 0.125 -1.0480 0.4903 0.8895 0.61
S -3.147 -0.187 -0.005 -0.6819 1.3911 1.6938 0.60
S 3.590 -0.510 -0.712 0.6127 -1.0629 -0.4913 0.63
H -0.510 -1.635 -2.075 -0.6483 -0.1995 0.5121 0.17
H 1.198 -0.073 -1.564 -0.0919 -0.1471 -1.0563 0.12
H -0.747 2.855 1.052 0.6527 1.1704 2.3022 0.03
H 1.004 1.182 1.203 0.1045 -0.4614 1.3248 0.08
H 0.032 -2.315 1.270 0.1712 -0.2358 0.1324 0.10
H 0.009 -0.665 1.853 -0.0873 1.0112 1.8859 0.07
H -1.493 -1.514 1.214 -2.1569 0.1252 1.1114 0.00
H -3.057 -1.416 -1.713 0.7433 -0.9854 -1.3538 0.09
H 2.102 -1.509 0.731 0.4603 -0.5677 1.3708 0.07
H 0.385 1.575 -1.390 -0.0028 1.9099 -0.3186 0.13
H 0.956 3.098 -0.534 0.9042 -1.0532 -1.1822 0.17